Density functional theory data (ωB97M-V/def2-TZVPD) for 2 unconnected molecules or ions with the total composition C5H12N3O.

Geometry as XYZ:
```
21
Properties=species:S:1:pos:R:3:forces:R:3
C 1.4659 -0.7155 1.0389 -0.17 -2.08 -0.03
C 0.6156 -0.1798 -0.8814 1.71 -1.22 2.15
C 1.4225 1.6954 0.5457 1.28 3.67 -2.97
C -0.0189 -2.4512 -1.6926 -0.85 -1.16 1.89
C -2.0234 1.4069 0.9165 0.18 2.20 1.91
N 1.0807 -1.8343 0.4636 0.85 -0.66 1.32
N 1.2528 0.3231 0.2180 -1.85 -0.25 -1.32
N 0.6173 -1.5099 -0.7187 -1.45 1.79 -2.09
O -1.6422 0.3154 0.1951 1.26 -1.23 -0.45
H 1.8619 -0.7594 2.0464 0.11 0.60 -0.28
H 0.1116 0.3867 -1.5994 -0.24 0.60 -1.14
H 1.4408 1.8562 1.5612 0.40 -0.19 2.46
H 2.4349 2.0925 0.0937 -2.02 -0.75 0.88
H 0.5928 2.4547 0.2513 1.29 -1.92 -0.27
H 0.3854 -2.3233 -2.6710 -0.13 0.67 -0.67
H 0.2709 -3.4715 -1.4228 0.18 0.29 0.31
H -1.1495 -2.4684 -1.5765 1.47 0.57 -0.43
H -2.1367 1.2511 1.9960 0.30 -0.53 -0.01
H -2.9683 1.8387 0.6583 -0.53 0.27 -0.75
H -1.2341 2.1623 0.8061 -0.51 0.06 0.05
H -2.3801 -0.0694 -0.2283 -1.29 -0.71 -0.57
```
Forces are in eV/Å.

The charge is +1. The LUMO energy comes out at -3.24 eV. As for the relative energy (zero: lowest compared OMol25 entry of this formula, charge and spin): 2.792 eV. As for the HOMO energy: -0.5237 hartree.

Density functional theory data (ωB97M-V/def2-TZVPD) for 5 unconnected molecules or ions with the total composition C47H65FO14.

Geometry as XYZ:
```
127
Properties=species:S:1:pos:R:3:forces:R:3
C 0.9572 -9.4411 3.0218 0.25 0.52 0.43
C 0.4658 -7.9152 2.9102 -0.05 -0.36 -1.02
C -0.7859 -7.7536 1.8696 1.13 0.74 0.32
C -0.3607 -6.6097 0.8285 -1.41 0.12 -0.50
C -1.5940 -6.0885 -0.0840 1.05 -0.16 -1.10
C -0.9369 -5.4241 -1.4174 -1.13 0.74 1.18
C -1.7024 -4.0258 -1.6862 1.26 -0.09 -1.56
C -1.2010 -3.5203 -3.1558 1.06 0.01 1.76
C 0.3772 -3.2023 -3.0067 -0.64 1.00 -1.64
C 0.7633 -2.1830 -4.2259 1.48 -0.96 0.09
C 1.5714 -0.9001 -3.7057 -1.40 0.10 -0.01
C 0.7048 0.0467 -2.7049 0.59 0.21 -0.72
C 1.5108 1.4526 -2.6324 -1.27 -0.83 -0.04
C 0.8829 2.5048 -1.6009 0.39 0.92 -0.01
C 1.0658 3.9798 -2.2303 -0.30 0.48 -0.13
C 1.3490 5.1232 -1.1578 0.73 2.61 2.13
C 2.7231 5.8891 -1.0765 -1.62 1.02 1.13
C 3.9731 5.5417 -2.0475 -0.19 0.31 2.12
C 4.9916 4.6574 -1.1191 -0.84 -0.42 0.24
C 5.0117 3.0935 -1.5277 1.51 -0.15 0.88
C 4.7084 2.1184 -0.2576 0.30 0.01 -0.56
C 2.9891 7.0362 -0.0426 -3.43 -1.55 0.16
C 1.8987 7.4737 0.9638 -0.71 -3.09 -2.96
C 0.5460 6.7125 0.9127 1.72 -0.58 -1.36
C 0.2828 5.5545 -0.1205 1.79 1.46 0.67
C -1.1724 4.8732 0.0077 -0.44 -0.57 -1.19
O -1.8460 4.4914 -0.9848 2.37 1.13 3.53
C -1.6745 4.6824 1.5286 -0.83 -0.23 3.32
C -1.4060 5.8348 2.5681 -0.71 -1.70 0.30
C -1.8134 5.7627 4.0512 -0.66 -2.57 -2.64
C -2.5359 4.4824 4.5819 1.54 0.67 -4.30
C -2.7898 3.3409 3.5686 1.31 2.55 -0.42
C -2.3783 3.4183 2.0594 0.23 2.71 1.37
C -2.6708 2.1555 1.1330 0.93 -0.64 1.99
C -1.5496 1.0343 1.5057 0.06 -0.33 -0.03
F -3.9365 1.5869 1.6095 1.42 1.00 -1.01
C -0.6206 7.1045 1.9576 0.04 0.97 0.35
O -0.8539 8.2955 2.2817 0.91 -3.95 -0.83
H 2.0509 -9.4200 3.3853 -1.69 -0.30 -0.44
H 0.9324 -9.9903 2.0083 -0.02 1.01 1.52
H 0.3134 -10.0144 3.7686 0.91 0.60 -1.02
H 1.3575 -7.3192 2.4900 -1.74 -0.92 0.66
H 0.1833 -7.4396 3.9193 0.50 -0.96 -1.38
H -1.7155 -7.4445 2.4535 1.10 -0.42 -0.93
H -1.0009 -8.7360 1.3041 0.33 1.52 0.92
H 0.4384 -7.0110 0.1030 -1.05 0.51 1.29
H 0.0625 -5.6666 1.3442 -0.49 -1.69 -0.62
H -2.2316 -5.2901 0.4223 0.88 -1.26 -0.43
H -2.2776 -6.9269 -0.4514 0.85 0.98 0.84
H -1.0404 -6.0814 -2.3457 0.13 0.75 1.31
H 0.1701 -5.2659 -1.1798 -1.49 0.02 -0.60
H -2.8334 -4.1561 -1.6664 1.59 0.11 0.18
H -1.3320 -3.2278 -0.9348 -0.85 -1.31 -0.98
H -1.7152 -2.5484 -3.4819 0.51 -1.53 0.35
H -1.2889 -4.3604 -3.9251 -0.18 1.43 1.06
H 0.6487 -2.6692 -2.0275 -0.53 -1.08 -1.24
H 0.9701 -4.1653 -3.1501 -0.71 1.38 0.52
H -0.1353 -1.9417 -4.8948 1.19 -0.08 1.17
H 1.5003 -2.7770 -4.8948 -1.16 1.07 0.80
H 2.5093 -1.2751 -3.1659 -1.19 0.71 -0.83
H 1.8295 -0.2314 -4.6091 -0.06 -1.10 1.37
H -0.3507 0.2277 -3.1399 1.64 -0.26 0.58
H 0.5541 -0.4385 -1.6829 0.38 0.70 -1.27
H 2.6067 1.1829 -2.4307 -1.49 0.74 -0.15
H 1.4197 1.9022 -3.6954 0.33 -0.68 1.68
H 1.4006 2.5221 -0.5755 -0.67 -0.35 -1.49
H -0.2392 2.3685 -1.4079 1.64 -0.17 -0.41
H 0.1038 4.2637 -2.8061 1.51 -0.42 1.00
H 1.8883 3.9101 -3.0340 -1.07 0.42 1.52
H 4.5098 6.5329 -2.2642 -1.03 -1.48 -0.06
H 3.6561 4.9832 -2.9866 0.52 0.94 1.28
H 4.6034 4.6874 -0.0299 0.61 0.15 -1.77
H 6.0305 5.1401 -1.0869 -1.42 -0.88 -0.31
H 6.1014 2.8428 -1.8259 -1.77 0.38 0.22
H 4.3584 2.8543 -2.4307 0.70 0.37 1.33
H 5.1483 2.5348 0.7201 -0.71 -0.43 -1.55
H 3.5903 1.9332 -0.1236 1.51 0.27 -0.11
H 5.2408 1.1199 -0.4407 -0.97 1.30 0.27
H 4.0026 7.5713 -0.0223 -1.70 -0.99 -0.15
H 2.0856 8.3241 1.6933 -0.38 -1.39 -1.08
H -1.5676 6.6513 4.7222 -0.45 -1.46 -1.06
H -2.8142 4.4609 5.6836 0.30 -0.29 -1.79
H -3.2979 2.3875 3.9378 0.81 1.56 -0.70
H -2.7258 2.3772 0.0191 -0.19 -0.17 1.67
H -0.7998 1.4170 2.2876 -1.15 -0.40 -1.31
H -0.9729 0.6703 0.5870 -0.82 0.65 1.22
H -2.0450 0.1053 1.9719 0.51 1.51 -0.81
O -4.0080 -5.7768 -3.0714 -0.16 0.16 -1.00
C -4.1703 -5.5142 -4.2269 0.14 -0.29 1.19
O -3.2819 -4.8188 -4.9914 -0.61 -0.31 0.13
C -3.7264 -4.9153 -6.3377 0.48 0.22 -0.65
C -5.1925 -5.1906 -6.1919 -0.64 0.06 -0.54
O -5.2685 -5.8718 -4.9484 0.45 0.10 0.21
H -3.5277 -3.9891 -6.8792 0.10 -0.04 0.20
H -3.1930 -5.7350 -6.8280 -0.05 0.02 0.04
H -5.7865 -4.2740 -6.1301 0.06 -0.04 0.01
H -5.5826 -5.8118 -6.9996 -0.04 -0.05 0.22
O -4.5452 -4.6325 1.4891 -0.40 0.92 0.14
C -5.0099 -3.5354 1.6004 0.50 -1.11 -0.16
O -6.3101 -3.2785 1.9163 0.48 -0.08 -0.17
C -6.4100 -1.8847 2.1748 -0.63 0.32 0.32
C -5.2481 -1.3166 1.4181 0.15 0.85 -0.17
O -4.3074 -2.3818 1.4264 -0.29 -0.48 0.16
H -7.3667 -1.4925 1.8266 0.04 -0.22 0.02
H -6.3293 -1.7185 3.2532 0.02 -0.02 -0.06
H -5.5014 -1.0763 0.3813 0.00 -0.03 0.05
H -4.8336 -0.4289 1.8959 0.11 -0.20 -0.13
O 2.7939 -5.7178 1.5740 0.76 -0.29 0.60
C 3.6201 -6.1151 2.3430 -0.74 0.41 -0.74
O 3.5594 -7.3142 2.9886 0.27 0.61 -0.20
C 4.8173 -7.5093 3.6212 0.25 -0.76 0.33
C 5.3401 -6.1135 3.7753 0.61 0.31 0.50
O 4.7427 -5.4255 2.6864 -0.39 -0.31 -0.16
H 4.6949 -8.0172 4.5791 -0.18 0.01 -0.16
H 5.4479 -8.1233 2.9715 -0.04 0.06 0.02
H 5.0164 -5.6459 4.7099 -0.01 -0.04 -0.06
H 6.4285 -6.0668 3.7142 -0.14 0.13 -0.13
O 2.0465 14.3531 2.3769 -0.43 -0.86 0.14
C 1.5041 13.2993 2.5466 0.49 1.03 -0.15
O 1.9534 12.1140 2.0495 -0.21 0.52 0.18
C 1.1772 11.0873 2.6524 0.18 -0.89 -0.10
C -0.0829 11.7980 3.0401 -0.80 -0.35 0.19
O 0.3573 13.1316 3.2612 0.55 0.07 -0.25
H 0.9965 10.2733 1.9491 0.06 0.20 -0.01
H 1.7207 10.6958 3.5179 -0.03 0.06 0.00
H -0.8267 11.7987 2.2382 0.08 -0.02 0.03
H -0.5352 11.3831 3.9419 0.04 0.21 -0.04
```
Forces are in eV/Å.

The charge is 0. The LUMO energy comes out at -1.37 eV. The SMILES is CCCCCCCCCCCCCCCc1c(CCCC)ccc2c1C(=O)c1c(cccc1[C@@H](C)F)C2=O.O=C1OCCO1.O=C1OCCO1.O=C1OCCO1.O=C1OCCO1. As for the HOMO energy: -0.3274 hartree.

Density functional theory data (ωB97M-V/def2-TZVPD) for 2 unconnected molecules or ions with the total composition C4H8O2.

Geometry as XYZ:
```
14
Properties=species:S:1:pos:R:3:forces:R:3
C -0.1891 -1.7089 0.3163 0.08 -0.02 0.00
C -0.8245 -0.5178 -0.3454 0.08 0.10 -0.17
C -0.2726 0.2488 -1.2882 -0.39 -0.01 0.18
O 0.9678 0.1275 -1.8344 0.15 -0.23 0.09
H 0.8864 -1.7911 0.1125 -0.15 0.01 0.03
H -0.3005 -1.6551 1.4050 0.01 0.00 -0.15
H -0.6530 -2.6473 -0.0108 0.06 0.14 0.05
H -1.8310 -0.2532 -0.0338 0.14 -0.01 -0.07
H -0.7951 1.0990 -1.7170 0.03 -0.13 0.09
H 1.3862 -0.6756 -1.4963 -0.02 0.12 -0.07
C 0.4282 1.9161 1.2202 -0.20 0.15 0.13
O -0.4680 2.4820 1.7924 0.40 -0.24 -0.23
H 0.8817 0.9806 1.6066 -0.10 0.10 0.02
H 0.8698 2.2978 0.2788 -0.09 0.02 0.11
```
Forces are in eV/Å.

The charge is 0. The LUMO energy comes out at 0.65 eV. The SMILES is C/C=C\O.C=O. As for the relative energy (zero: lowest compared OMol25 entry of this formula, charge and spin): 2.240 eV. As for the HOMO energy: -0.3323 hartree.

Density functional theory data (ωB97M-V/def2-TZVPD) for 3 unconnected molecules or ions with the total composition C20H40FN3O5P.

Geometry as XYZ:
```
70
Properties=species:S:1:pos:R:3:forces:R:3
O -3.9357 -0.3221 -2.8733 0.14 0.25 0.23
P -4.7092 -1.2639 -3.7168 0.82 0.20 0.12
N -6.0108 -0.6364 -4.5631 0.29 -0.27 0.63
C -7.1088 -0.2115 -3.6911 -0.75 0.00 -0.09
F -7.9273 0.5616 -4.4983 0.01 0.33 -0.26
C -7.9308 -1.4134 -3.1653 -1.18 -1.07 -0.19
O -8.7375 -1.8980 -3.9820 0.37 0.35 -0.20
O -7.7439 -1.7866 -1.9916 0.89 0.49 0.34
H -5.1340 -2.3864 -2.9899 -0.41 0.05 -0.40
H -3.8580 -1.7598 -4.7303 -0.41 -0.15 -0.12
H -5.6805 0.2096 -5.0208 0.11 -0.05 -0.26
H -6.7884 0.4584 -2.8948 0.17 -0.08 0.19
C 2.0684 2.9394 -3.3294 0.10 0.09 0.27
C 1.1955 1.7314 -3.7674 1.03 1.50 -0.41
C -0.2096 2.2105 -4.1501 -0.51 -0.13 0.22
C -1.0735 2.5921 -2.9519 0.06 0.02 0.04
C -1.1145 1.4539 -1.9383 -0.16 -0.03 -0.62
C 0.2790 0.9905 -1.5109 0.20 0.88 1.72
N 1.1617 0.7073 -2.6844 -1.96 -0.68 -1.00
O 0.8299 -0.4329 -3.1952 0.66 -0.42 0.12
C 0.9131 2.0655 -0.6061 0.19 0.29 -0.15
C 0.1497 -0.2354 -0.6142 0.09 -0.63 -0.50
C 1.8650 1.1853 -5.0264 -0.05 -0.65 -0.04
H 1.4766 3.8335 -3.1284 -0.02 -0.04 0.09
H 2.6560 2.7151 -2.4406 -0.06 -0.05 0.02
H 2.7945 3.2055 -4.0976 -0.13 -0.04 -0.14
H -0.7239 1.4204 -4.7058 0.09 -0.11 0.07
H -0.1297 3.0622 -4.8307 0.20 -0.03 -0.03
H -0.7006 3.5116 -2.4877 0.04 -0.01 -0.01
H -2.0879 2.8120 -3.2893 0.00 -0.02 0.00
H -1.6821 1.7679 -1.0602 0.11 -0.09 0.11
H -1.6697 0.6186 -2.3742 0.04 -0.04 0.03
H 1.9420 1.8040 -0.3503 0.00 -0.03 -0.01
H 0.3539 2.1416 0.3264 -0.09 -0.13 -0.03
H 0.9111 3.0619 -1.0458 0.04 -0.03 -0.04
H -0.4034 -1.0405 -1.0954 0.08 0.03 -0.12
H -0.3970 0.0236 0.2874 -0.03 0.22 0.00
H 1.1272 -0.6126 -0.3146 0.01 0.01 0.00
H 2.8613 0.7966 -4.8060 -0.01 -0.01 0.03
H 1.9667 1.9840 -5.7613 -0.03 0.14 0.13
H 1.2834 0.3930 -5.4948 0.02 -0.08 0.14
C 1.5050 0.4933 5.2643 0.29 0.00 0.15
C 1.1222 -0.3477 4.0154 -0.40 1.24 1.33
C 0.3292 -1.5896 4.4366 0.14 -0.56 -0.11
C 1.1836 -2.6732 5.0855 0.02 0.04 -0.01
C 2.3690 -3.0251 4.1928 -0.55 -0.09 -0.04
C 3.1991 -1.8029 3.8013 1.52 0.01 1.15
N 2.3532 -0.7028 3.2464 -1.24 -1.85 -0.87
O 2.0366 -1.0102 2.0291 0.25 0.68 -0.18
C 3.9860 -1.3138 5.0326 -0.14 0.14 0.25
C 4.2690 -2.2211 2.7969 -0.17 0.01 -0.52
C 0.1911 0.5426 3.2019 0.11 -0.04 -0.63
H 1.3785 -0.0579 6.1975 0.08 -0.04 -0.02
H 2.5336 0.8472 5.2169 0.01 -0.06 -0.04
H 0.8933 1.3911 5.3414 -0.16 -0.10 -0.07
H -0.1624 -2.0193 3.5583 0.08 0.09 -0.09
H -0.4693 -1.2956 5.1208 0.02 0.19 -0.04
H 1.5284 -2.3517 6.0728 0.02 0.02 -0.02
H 0.5753 -3.5645 5.2524 0.00 0.01 0.02
H 3.0066 -3.7520 4.7010 0.16 0.10 -0.05
H 1.9972 -3.5220 3.2912 0.02 0.13 -0.08
H 4.5242 -0.3913 4.8090 -0.03 0.01 -0.03
H 4.7244 -2.0611 5.3242 -0.02 -0.08 -0.12
H 3.3629 -1.1429 5.9082 -0.02 0.06 -0.04
H 3.8440 -2.7052 1.9197 -0.07 0.15 -0.03
H 4.9464 -2.9392 3.2594 -0.05 0.04 0.17
H 4.8594 -1.3640 2.4698 -0.05 0.02 -0.02
H 0.7112 1.4323 2.8415 0.02 -0.02 -0.01
H -0.6422 0.8655 3.8253 0.08 -0.04 0.15
H -0.2337 0.0236 2.3485 0.12 -0.05 -0.08
```
Forces are in eV/Å.

The charge is -1. The LUMO energy (spin up / spin down) comes out at 1.96 / 1.52 eV. As for the spin multiplicity: 3. As for the HOMO energy (spin up / spin down): -0.1707 / -0.1707 hartree.

Density functional theory data (ωB97M-V/def2-TZVPD) for 3 unconnected molecules or ions with the total composition C4H10N4.

Geometry as XYZ:
```
18
Properties=species:S:1:pos:R:3:forces:R:3
N 1.9680 -0.0278 0.7830 0.46 0.06 -0.06
C 1.1501 0.9182 1.0083 -0.72 -0.41 -0.03
N 0.1017 1.2854 0.1521 1.22 0.97 -1.07
N 1.0869 1.4955 2.2621 0.05 0.14 0.08
H 1.8684 -0.4149 -0.1506 -0.13 0.06 0.03
H -0.3713 2.1537 0.3535 0.07 0.06 0.10
H 0.3193 1.1755 -0.8925 -0.14 0.35 1.76
H 0.8278 2.4684 2.3114 0.06 -0.08 0.01
H 1.8609 1.2329 2.8546 -0.04 0.09 -0.09
C -0.5686 -0.4472 -2.3841 2.02 1.49 -1.89
N 0.2176 0.4257 -2.4192 -1.40 -1.52 -0.02
H -1.0806 -1.2245 -2.9197 -0.25 0.01 0.44
C -1.5004 -0.9500 -0.4734 0.57 1.49 2.65
C -0.9639 -2.0872 -0.0240 -0.08 -0.25 -0.22
H -0.9151 0.0714 -0.0652 -1.72 -2.43 -1.47
H -2.5600 -0.9265 -0.7130 0.02 0.01 -0.23
H 0.0668 -2.1247 0.3034 0.03 0.05 0.17
H -1.5077 -3.0239 0.0135 -0.01 -0.11 -0.16
```
Forces are in eV/Å.

The charge is 0. The LUMO energy comes out at 0.34 eV. The SMILES is N=C(N)N.C#N.C=C. As for the relative energy (zero: lowest compared OMol25 entry of this formula, charge and spin): 3.367 eV. As for the HOMO energy: -0.3225 hartree.

Density functional theory data (ωB97M-V/def2-TZVPD) for 2 unconnected molecules or ions with the total composition C4H10NO3.

Geometry as XYZ:
```
18
Properties=species:S:1:pos:R:3:forces:R:3
C -1.4166 -1.0894 0.2701 -1.00 0.36 0.10
N -0.2204 -0.5604 0.2640 0.38 -0.42 0.02
C -0.8774 1.8246 0.2513 -0.34 -0.75 -0.79
C -0.0210 0.7078 -0.3811 0.21 0.33 0.54
C 1.4507 1.1076 -0.2494 -0.15 0.84 0.45
O 1.9322 1.3428 1.0824 -0.14 -0.15 0.24
O -2.5128 -0.6510 -0.1767 0.26 0.01 -0.23
H -1.4936 -2.0659 0.7926 0.38 -0.06 0.02
H 1.2501 1.8080 1.5854 0.10 -0.23 -0.26
H -0.6385 1.8421 1.3100 -0.10 0.46 0.24
H -1.9178 1.5225 0.1445 -0.03 -0.02 0.17
H -0.7643 2.7713 -0.2785 0.30 0.25 0.30
H -0.1893 0.6894 -1.4713 -0.27 -0.10 0.03
H 1.5521 2.0786 -0.7598 0.25 -0.32 -0.49
H 2.1115 0.3430 -0.6454 0.03 0.01 -0.29
H 0.3589 -2.3896 -1.0360 -0.06 0.24 0.23
H 1.5942 -1.9754 -0.3085 -0.46 -0.05 0.00
O 1.2816 -2.6418 -0.9370 0.64 -0.41 -0.28
```
Forces are in eV/Å.

The charge is -1. The LUMO energy comes out at 3.82 eV. As for the relative energy (zero: lowest compared OMol25 entry of this formula, charge and spin): 1.789 eV. As for the HOMO energy: -0.1422 hartree.

no.,energy (a.u.),maximum force (hartree/bohr)
1,-436.926194,0.09514
2,-2982.712005,0.08972
3,-307.630104,0.01011
4,-1767.707749,0.04653
5,-377.323066,0.06456
6,-438.919483,0.02219